Entry 1:
Formula: C11H16O3S2
Source: the OMol25 dataset
Level of theory: ωB97M-V/def2-TZVPD

Calculated total energy in Ha: -1450.74033
ΔE to the lowest compared entry with this formula, charge and spin in kcal/mol: 0.0
Net charge: 0
HOMO in eV: -6.438
LUMO level in eV: -2.211
Gap between HOMO and LUMO in Eh: 0.155

Each line ends with the Mulliken charge.
Positions of all 32 atoms, in Å:
C  2.184  2.255  -1.958  -1.2453
C  1.387  1.000  -1.743  0.8162
C  -0.073  1.057  -1.708  0.2877
C  -0.813  -0.202  -1.971  0.1087
C  -2.226  0.066  -2.502  -0.7748
C  -2.867  1.124  -1.642  -0.3892
O  -2.121  2.384  -1.733  -0.3888
C  -0.766  2.365  -1.789  0.1822
O  -0.192  3.452  -1.932  -0.7544
O  1.960  -0.092  -1.564  -0.7181
H  1.512  3.092  -2.180  0.3294
H  2.735  2.504  -1.048  0.2476
H  2.909  2.098  -2.762  0.3496
H  -0.277  -0.804  -2.724  0.1706
H  -0.861  -0.795  -1.041  -0.0953
H  -2.139  0.383  -3.554  0.3031
H  -2.827  -0.847  -2.469  0.3878
H  -3.867  1.396  -1.990  0.3252
H  -2.906  0.812  -0.586  0.2221
C  1.296  -2.176  3.618  -0.5675
C  0.622  -2.919  2.472  -0.6808
S  0.785  -2.086  0.867  0.2075
C  0.481  -0.456  1.197  0.4225
S  0.505  0.356  2.671  0.0302
C  0.513  -0.921  3.958  -0.6418
H  1.281  -2.828  4.502  0.3335
H  2.329  -1.925  3.353  0.3439
H  1.089  -3.900  2.297  0.3579
H  -0.450  -3.052  2.651  0.3888
H  0.401  0.211  0.338  -0.3262
H  -0.541  -1.153  4.141  0.3933
H  0.937  -0.399  4.829  0.3746

Forces on atoms 1 to 3 (eV/Å):
0.271 0.371 -0.112
-1.650 0.125 0.235
0.863 1.890 -0.124

***

Entry 2:
Formula: C4H8O2
Source: the OMol25 dataset
Level of theory: ωB97M-V/def2-TZVPD

Calculated total energy in Ha: -307.65560
ΔE to the lowest compared entry with this formula, charge and spin in kcal/mol: 35.7
Net charge: 0
HOMO in eV: -9.685
LUMO level in eV: 1.018
SMILES: CO[C@@H](C)C=O
Gap between HOMO and LUMO in Eh: 0.393

Each line ends with the Mulliken charge.
Positions of all 14 atoms, in Å:
C  -1.436  -1.356  0.061  -0.6997
O  -0.919  -0.130  0.541  -0.4043
C  0.126  0.383  -0.252  0.4531
C  0.501  1.747  0.313  -1.3322
C  1.335  -0.545  -0.197  -0.0749
O  1.943  -0.938  -1.161  -0.4611
H  -2.401  -1.502  0.552  0.2552
H  -1.581  -1.329  -1.030  0.3243
H  -0.771  -2.197  0.311  0.2806
H  -0.185  0.462  -1.305  0.2774
H  -0.396  2.368  0.401  0.3381
H  0.942  1.641  1.311  0.3172
H  1.221  2.254  -0.336  0.3760
H  1.618  -0.828  0.843  0.3504

Forces on atoms 1 to 3 (eV/Å):
-0.075 -0.160 0.022
-0.025 0.027 0.057
0.164 0.164 -0.202

***

Entry 3:
Formula: C58H95N3O21P
Source: the OMol25 dataset
Level of theory: ωB97M-V/def2-TZVPD

Calculated total energy in Ha: -4352.65806
Net charge: +1
HOMO in eV: -10.922
LUMO level in eV: -1.699
Gap between HOMO and LUMO in Eh: 0.339

Each line ends with the Mulliken charge.
Positions of all 178 atoms, in Å:
C  4.994  -0.600  1.820  -1.2120
C  5.209  0.608  0.894  0.0571
C  4.086  0.831  -0.136  -0.2186
C  3.585  2.303  -0.162  -0.9530
C  2.063  2.439  -0.001  -0.6292
C  1.276  2.491  -1.327  -0.9332
C  -0.249  2.506  -1.019  0.1126
C  -0.913  1.276  -1.635  -1.1685
N  -2.243  0.878  -1.052  0.9986
C  -2.182  0.785  0.475  -1.0388
C  -2.469  2.057  1.280  -1.3011
C  -1.819  1.892  2.680  1.0481
C  -2.042  3.186  3.467  -1.6877
C  -2.360  0.667  3.418  -1.2775
C  -2.500  -0.517  -1.584  1.1607
C  -1.788  -1.571  -1.009  -0.4585
C  -2.032  -2.831  -1.526  -1.0157
C  -2.933  -2.984  -2.575  -0.6744
N  -3.582  -1.984  -3.165  -0.5162
C  -3.351  -0.770  -2.657  -0.8811
P  -3.563  2.178  -1.417  0.0729
N  -4.981  1.259  -1.184  -0.4355
O  -3.496  2.404  -3.018  -0.2554
H  4.011  -0.525  2.291  0.3218
H  5.732  -0.549  2.624  0.2664
H  5.103  -1.561  1.319  0.2256
H  5.346  1.479  1.537  -0.0125
H  6.161  0.461  0.380  0.3241
H  4.490  0.601  -1.118  0.3508
H  3.238  0.164  0.036  -0.0567
H  4.043  2.779  0.709  0.3929
H  3.958  2.858  -1.025  0.4841
H  1.815  3.338  0.570  0.3332
H  1.728  1.569  0.572  0.2821
H  1.549  1.616  -1.919  0.3636
H  1.587  3.379  -1.878  0.4120
H  -0.309  2.524  0.070  -0.0031
H  -0.689  3.431  -1.388  0.4366
H  -0.238  0.423  -1.601  0.5080
H  -1.075  1.487  -2.695  0.2316
H  -1.201  0.410  0.755  0.4645
H  -2.963  0.074  0.737  0.6816
H  -3.536  2.183  1.474  0.9154
H  -2.037  2.955  0.849  0.4972
H  -0.747  1.769  2.480  0.1006
H  -1.378  3.972  3.103  0.4070
H  -1.846  3.002  4.522  0.4660
H  -3.068  3.530  3.348  0.2624
H  -2.014  0.701  4.451  0.5966
H  -1.970  -0.261  2.995  -0.0435
H  -3.450  0.669  3.410  0.2683
H  -1.078  -1.474  -0.202  0.7268
H  -1.520  -3.687  -1.112  0.4990
H  -3.131  -3.980  -2.953  0.4064
H  -3.864  0.037  -3.144  0.5521
H  -5.599  1.863  -0.652  0.3000
H  -4.846  0.396  -0.668  0.2774
H  -4.391  2.174  -3.377  0.1786
O  -6.116  2.340  -4.238  -0.7973
C  -6.165  1.744  -5.294  0.3529
O  -5.441  0.640  -5.518  -0.2320
C  -5.616  0.204  -6.891  -0.2210
C  -6.938  0.810  -7.332  -0.7406
C  -6.969  2.108  -6.522  -0.1177
H  -4.770  0.569  -7.476  0.1420
H  -5.616  -0.882  -6.914  0.3226
H  -7.005  0.954  -8.407  0.3542
H  -7.762  0.166  -7.026  0.3192
H  -6.465  2.928  -7.037  0.2647
H  -7.976  2.411  -6.246  0.2188
O  -9.480  5.219  -6.815  -0.5745
C  -9.239  5.258  -5.645  0.5513
O  -9.963  4.581  -4.722  -0.3642
C  -9.502  4.896  -3.399  -0.5379
C  -8.074  5.393  -3.582  0.0194
C  -8.143  6.054  -4.957  -0.4754
H  -10.159  5.659  -2.978  0.3008
H  -9.568  4.000  -2.786  0.3316
H  -7.745  6.057  -2.785  0.3588
H  -7.390  4.545  -3.620  -0.1586
H  -8.454  7.098  -4.902  0.3058
H  -7.211  5.975  -5.510  0.2650
O  -4.811  2.331  5.272  -0.5420
C  -5.398  3.370  5.355  0.5078
O  -4.968  4.506  4.752  -0.3252
C  -5.813  5.614  5.121  -0.4729
C  -7.131  4.986  5.556  -0.4927
C  -6.663  3.655  6.142  -0.4705
H  -5.325  6.161  5.930  0.2696
H  -5.918  6.274  4.264  0.3262
H  -7.692  5.609  6.248  0.3359
H  -7.759  4.803  4.683  0.2647
H  -6.399  3.740  7.197  0.2660
H  -7.383  2.853  6.007  0.3092
O  8.310  2.153  2.020  -0.6058
C  7.936  2.121  3.157  0.4935
O  6.842  2.802  3.591  -0.3974
C  6.710  2.651  5.016  -0.3974
C  7.475  1.379  5.359  -0.6470
C  8.585  1.380  4.309  -0.0061
H  7.137  3.534  5.496  0.2635
H  5.652  2.595  5.263  0.3367
H  7.834  1.357  6.385  0.3474
H  6.830  0.511  5.210  0.2603
H  9.460  1.938  4.637  0.3640
H  8.871  0.385  4.008  0.0206
O  4.077  -4.430  1.234  -0.5798
C  3.777  -4.293  0.086  0.4465
O  4.147  -5.175  -0.876  -0.3913
C  3.738  -4.702  -2.170  -0.5053
C  2.596  -3.731  -1.898  -0.2581
C  2.993  -3.156  -0.541  0.4165
H  4.592  -4.214  -2.645  0.2526
H  3.440  -5.556  -2.774  0.3715
H  2.475  -2.987  -2.680  0.2992
H  1.657  -4.280  -1.804  0.0924
H  3.653  -2.292  -0.639  -0.2613
H  2.135  -2.901  0.075  0.1027
O  -0.300  -3.225  0.998  -0.4596
C  -0.590  -3.404  2.153  0.2060
O  -1.609  -2.744  2.732  -0.3246
C  -1.665  -3.072  4.145  -0.6493
C  -0.945  -4.405  4.274  0.0379
C  0.089  -4.310  3.154  -0.4199
H  -1.164  -2.272  4.694  0.2681
H  -2.707  -3.109  4.453  0.4230
H  -0.506  -4.585  5.261  -0.0954
H  -1.641  -5.220  4.062  0.3770
H  1.013  -3.830  3.484  0.2577
H  0.321  -5.269  2.701  0.4155
O  0.738  -5.797  6.292  -0.6303
C  0.408  -5.923  7.438  0.5687
O  -0.640  -5.249  7.959  -0.3415
C  -0.745  -5.506  9.374  -0.4629
C  -0.017  -6.827  9.591  -0.4716
C  1.060  -6.773  8.508  -0.5207
H  -0.274  -4.678  9.907  0.2690
H  -1.797  -5.546  9.645  0.3008
H  0.368  -6.941  10.601  0.3291
H  -0.694  -7.659  9.393  0.2717
H  1.964  -6.264  8.848  0.2685
H  1.318  -7.751  8.113  0.3203
O  -2.614  -1.843  -10.066  -0.5711
C  -2.214  -1.640  -8.962  0.4266
O  -2.396  -0.446  -8.330  -0.4210
C  -1.734  -0.447  -7.062  0.1428
C  -1.582  -1.912  -6.689  -0.2419
C  -1.428  -2.574  -8.057  -0.4715
H  -0.770  0.056  -7.173  -0.1160
H  -2.338  0.104  -6.341  0.1554
H  -0.752  -2.093  -6.009  0.3047
H  -2.496  -2.268  -6.209  0.1692
H  -0.391  -2.593  -8.396  0.2407
H  -1.843  -3.577  -8.094  0.3188
O  10.591  -0.395  5.391  -0.5612
C  11.198  -1.182  4.724  0.5567
O  10.738  -1.612  3.528  -0.3291
C  11.606  -2.627  2.992  -0.4646
C  12.946  -2.407  3.683  -0.4669
C  12.512  -1.867  5.045  -0.4977
H  11.175  -3.603  3.222  0.2685
H  11.655  -2.510  1.913  0.3070
H  13.555  -3.307  3.731  0.3227
H  13.515  -1.643  3.151  0.2734
H  12.317  -2.664  5.763  0.2711
H  13.218  -1.157  5.468  0.3105
O  1.815  -0.981  -5.018  -0.5495
C  2.322  -0.525  -6.006  0.5249
O  3.144  -1.222  -6.807  -0.3739
C  3.671  -0.372  -7.848  -0.4786
C  2.676  0.776  -7.958  -0.4645
C  2.175  0.895  -6.518  -0.3273
H  4.664  -0.036  -7.546  0.2636
H  3.759  -0.953  -8.761  0.3417
H  3.114  1.688  -8.356  0.3533
H  1.851  0.488  -8.613  0.2020
H  2.804  1.557  -5.920  0.3496
H  1.139  1.220  -6.468  0.2014

Forces on atoms 1 to 3 (eV/Å):
0.083 0.588 0.047
0.074 -0.700 0.216
0.331 0.774 -0.315

***

Entry 4:
Formula: C9H14
Source: the OMol25 dataset
Level of theory: ωB97M-V/def2-TZVPD

Calculated total energy in Ha: -351.26150
ΔE to the lowest compared entry with this formula, charge and spin in kcal/mol: 43.1
Net charge: 0
HOMO in eV: -9.070
LUMO level in eV: 1.006
SMILES: Cc1ccccc1.CC
Gap between HOMO and LUMO in Eh: 0.370

Each line ends with the Mulliken charge.
Positions of all 23 atoms, in Å:
C  -2.209  -1.583  -2.553  -1.3336
C  -1.284  -1.655  -1.320  0.3607
C  0.087  -1.326  -1.455  -0.3054
C  0.966  -1.253  -0.383  -0.5666
C  0.430  -1.516  0.887  -0.3791
C  -0.861  -1.991  1.075  -0.7584
C  -1.695  -2.053  -0.150  0.0757
H  -2.376  -2.552  -2.983  0.2978
H  -1.759  -0.861  -3.133  0.4319
H  -3.189  -1.095  -2.284  0.3113
H  0.292  -1.028  -2.388  0.4654
H  2.058  -0.930  -0.566  0.2777
H  1.157  -1.504  1.605  0.5237
H  -1.462  -2.050  1.985  0.3269
H  -2.689  -2.508  0.083  0.2722
C  1.119  3.446  0.973  -0.9804
C  1.975  2.531  1.914  -0.6610
H  1.047  4.469  1.308  0.3235
H  1.659  3.560  0.116  0.3016
H  0.186  3.092  0.877  0.3305
H  2.356  3.080  2.769  0.2915
H  2.835  2.064  1.392  0.2402
H  1.356  1.664  2.229  0.1542

Forces on atoms 1 to 3 (eV/Å):
-0.999 0.196 3.046
0.999 0.366 -3.226
-1.165 -0.180 2.845

***

What did the fourth record say?
Formula: C9H14
Source: the OMol25 dataset
Level of theory: ωB97M-V/def2-TZVPD

Calculated total energy in Ha: -351.26150
ΔE to the lowest compared entry with this formula, charge and spin in kcal/mol: 43.1
Net charge: 0
HOMO in eV: -9.070
LUMO level in eV: 1.006
SMILES: Cc1ccccc1.CC
Gap between HOMO and LUMO in Eh: 0.370

Each line ends with the Mulliken charge.
Positions of all 23 atoms, in Å:
C  -2.209  -1.583  -2.553  -1.3336
C  -1.284  -1.655  -1.320  0.3607
C  0.087  -1.326  -1.455  -0.3054
C  0.966  -1.253  -0.383  -0.5666
C  0.430  -1.516  0.887  -0.3791
C  -0.861  -1.991  1.075  -0.7584
C  -1.695  -2.053  -0.150  0.0757
H  -2.376  -2.552  -2.983  0.2978
H  -1.759  -0.861  -3.133  0.4319
H  -3.189  -1.095  -2.284  0.3113
H  0.292  -1.028  -2.388  0.4654
H  2.058  -0.930  -0.566  0.2777
H  1.157  -1.504  1.605  0.5237
H  -1.462  -2.050  1.985  0.3269
H  -2.689  -2.508  0.083  0.2722
C  1.119  3.446  0.973  -0.9804
C  1.975  2.531  1.914  -0.6610
H  1.047  4.469  1.308  0.3235
H  1.659  3.560  0.116  0.3016
H  0.186  3.092  0.877  0.3305
H  2.356  3.080  2.769  0.2915
H  2.835  2.064  1.392  0.2402
H  1.356  1.664  2.229  0.1542

Forces on atoms 1 to 3 (eV/Å):
-0.999 0.196 3.046
0.999 0.366 -3.226
-1.165 -0.180 2.845

***

- Among the records above, which one has the highest HOMO?
  C11H16O3S2

***

- HOMO of number 2 (C4H8O2)?
  -9.685 eV